No. 1
Formula: C31H47NO3SbSe4Ta
Source: the OMol25 dataset
Level of theory: wB97M-V/def2-TZVPD

Summary:
Charge: 0
Molecular weight (g/mol): 1100.27
Relative energy (zero: lowest compared OMol25 entry of this formula, charge and spin) (eV): 0.000
Gap between HOMO and LUMO (hartree): 0.2058

Each line ends with the Löwdin charge.
Geometry (Å):
Ta1 0.00 -0.13 -0.89  1.55
C1 -3.49 3.09 4.93  -0.04
C2 -3.63 1.75 4.21  -0.56
C3 -3.23 0.64 5.18  -0.07
C4 -5.10 1.53 3.81  -0.04
C5 -2.77 1.75 2.94  -0.16
C6 -1.74 0.84 2.76  0.04
C7 -1.02 0.84 1.57  -0.21
N1 0.03 0.05 1.16  -0.06
C8 0.63 -1.12 1.60  -0.23
C9 0.28 -1.97 2.64  0.03
C10 1.04 -3.11 2.89  -0.16
C11 2.19 -3.33 2.11  0.02
C12 2.58 -2.50 1.06  -0.15
C13 1.73 -1.45 0.77  -0.38
O1 1.85 -0.65 -0.35  -0.34
C14 3.93 -2.68 0.34  -0.53
C15 4.76 -1.42 0.62  -0.03
C16 3.78 -2.85 -1.17  -0.09
C17 4.70 -3.89 0.87  -0.06
C18 0.60 -4.05 4.00  -0.56
C19 1.53 -5.26 4.13  -0.07
C20 0.60 -3.29 5.34  -0.04
C21 -0.82 -4.56 3.71  -0.04
C22 -1.32 1.81 0.58  -0.23
O2 -0.56 1.68 -0.59  -0.27
C23 -2.29 2.78 0.76  -0.10
C24 -3.01 2.70 1.95  0.01
C25 -2.53 3.88 -0.27  -0.53
C26 -1.23 4.66 -0.48  -0.03
C27 -3.60 4.87 0.20  -0.07
C28 -3.01 3.29 -1.61  -0.04
H1 -4.10 3.10 5.83  0.08
H2 -3.81 3.92 4.30  0.08
H3 -2.45 3.27 5.22  0.09
H4 -3.88 0.68 6.06  0.09
H5 -2.20 0.75 5.52  0.09
H6 -3.34 -0.35 4.73  0.08
H7 -5.73 1.52 4.70  0.09
H8 -5.22 0.57 3.29  0.09
H9 -5.46 2.32 3.15  0.08
H10 -1.50 0.11 3.51  0.09
H11 -0.59 -1.75 3.24  0.10
H12 2.81 -4.19 2.33  0.08
H13 4.27 -0.53 0.22  0.08
H14 5.74 -1.50 0.16  0.09
H15 4.89 -1.27 1.69  0.09
H16 3.27 -2.00 -1.62  0.05
H17 3.24 -3.77 -1.41  0.05
H18 4.77 -2.93 -1.63  0.09
H19 4.92 -3.81 1.94  0.09
H20 5.66 -3.95 0.35  0.09
H21 4.17 -4.82 0.70  0.09
H22 2.54 -4.96 4.40  0.09
H23 1.56 -5.84 3.21  0.09
H24 1.16 -5.92 4.93  0.09
H25 1.60 -2.92 5.57  0.09
H26 0.29 -3.96 6.15  0.09
H27 -0.08 -2.45 5.33  0.07
H28 -0.84 -5.09 2.76  0.09
H29 -1.54 -3.74 3.66  0.07
H30 -1.14 -5.25 4.49  0.09
H31 -3.80 3.43 2.12  0.09
H32 -0.89 5.10 0.46  0.09
H33 -1.39 5.47 -1.19  0.09
H34 -0.43 4.02 -0.86  0.08
H35 -3.32 5.35 1.14  0.09
H36 -4.57 4.39 0.33  0.09
H37 -3.71 5.65 -0.56  0.09
H38 -2.29 2.59 -2.02  0.07
H39 -3.14 4.10 -2.33  0.09
H40 -3.96 2.78 -1.49  0.08
C29 -4.01 -0.17 -0.78  -0.03
C30 -3.03 -1.33 -0.69  -0.48
C31 -3.16 -2.10 0.61  -0.03
O3 -1.70 -0.83 -0.80  -0.42
H41 -5.03 -0.55 -0.76  0.09
H42 -3.86 0.37 -1.71  0.08
H43 -3.86 0.51 0.06  0.08
H44 -3.17 -2.01 -1.53  0.09
H45 -3.01 -1.43 1.46  0.08
H46 -2.42 -2.90 0.67  0.06
H47 -4.15 -2.54 0.68  0.09
Se1 2.53 -3.43 -4.81  0.00
Sb1 0.81 -2.61 -3.45  0.00
Se2 0.53 -0.12 -3.45  0.08
Se3 -1.28 -3.79 -2.83  0.14
Se4 0.25 -3.29 -1.06  0.24

***

No. 2
Formula: C31H48B3F17O24
Source: the OMol25 dataset
Level of theory: wB97M-V/def2-TZVPD

Summary:
Charge: 0
Molecular weight (g/mol): 1160.10
Relative energy (zero: lowest compared OMol25 entry of this formula, charge and spin) (eV): 0.398
Gap between HOMO and LUMO (hartree): 0.4084

Each line ends with the Löwdin charge.
Geometry (Å):
F1 -0.40 0.72 4.68  0.18
C1 -0.31 0.78 3.35  -0.49
F2 -1.07 1.77 2.86  0.19
F3 0.97 1.08 3.04  0.14
C2 -0.61 -0.58 2.65  -0.33
F4 0.40 -1.42 2.95  0.18
F5 -0.62 -0.31 1.33  0.15
C3 -1.96 -1.21 3.10  -0.33
F6 -2.88 -0.24 3.13  0.16
F7 -1.76 -1.58 4.38  0.16
C4 -2.39 -2.49 2.29  -0.30
F8 -2.45 -3.50 3.18  0.16
F9 -1.40 -2.82 1.44  0.15
C5 -3.75 -2.48 1.52  -0.33
F10 -4.27 -3.71 1.65  0.16
F11 -4.65 -1.63 2.03  0.17
C6 -3.69 -2.26 -0.04  -0.31
F12 -4.99 -2.35 -0.41  0.14
F13 -3.06 -3.28 -0.66  0.16
C7 -3.16 -0.87 -0.51  -0.32
F14 -4.10 -0.30 -1.31  0.15
F15 -3.02 -0.04 0.55  0.14
C8 -1.86 -0.88 -1.36  -0.44
F16 -0.97 -1.77 -0.87  0.09
F17 -2.21 -1.35 -2.59  0.12
C9 -1.22 0.49 -1.53  -0.07
C10 0.27 0.36 -1.83  -0.01
B1 0.89 1.73 -2.27  -0.53
O1 2.20 2.08 -2.02  0.27
B2 2.81 2.79 -3.04  -0.31
O2 2.09 3.38 -4.06  0.23
B3 0.80 2.89 -4.17  -0.32
O3 0.12 2.65 -2.98  0.25
H1 -1.32 1.09 -0.64  0.13
H2 -1.73 0.98 -2.35  0.14
H3 0.48 -0.42 -2.56  0.13
H4 0.80 0.06 -0.92  0.12
H5 4.00 2.88 -3.06  0.12
H6 0.29 2.60 -5.20  0.12
C11 -0.01 0.45 7.60  -0.04
O4 0.51 1.15 8.73  0.01
C12 1.71 1.69 8.53  -0.63
O5 2.34 1.64 7.50  0.12
O6 2.08 2.31 9.64  0.01
C13 3.36 2.94 9.56  -0.04
H7 -0.98 0.06 7.88  0.10
H8 -0.13 1.14 6.77  0.07
H9 0.64 -0.37 7.32  0.10
H10 3.36 3.71 8.80  0.10
H11 4.14 2.20 9.36  0.10
H12 3.54 3.39 10.53  0.09
C14 0.00 -4.04 -2.42  -0.04
O7 0.97 -5.09 -2.51  0.01
C15 2.21 -4.68 -2.28  -0.63
O8 2.55 -3.56 -2.02  0.12
O9 3.02 -5.74 -2.38  0.00
C16 4.40 -5.44 -2.16  -0.03
H13 -0.97 -4.49 -2.63  0.10
H14 -0.01 -3.62 -1.42  0.08
H15 0.20 -3.27 -3.16  0.10
H16 4.56 -5.06 -1.15  0.10
H17 4.77 -4.73 -2.89  0.10
H18 4.94 -6.38 -2.27  0.07
C17 6.66 4.07 0.56  -0.04
O10 5.35 3.83 1.06  0.00
C18 5.30 2.94 2.05  -0.63
O11 6.24 2.35 2.52  0.13
O12 4.03 2.81 2.43  0.01
C19 3.81 1.88 3.49  -0.03
H19 6.56 4.80 -0.23  0.09
H20 7.31 4.46 1.34  0.10
H21 7.09 3.15 0.15  0.10
H22 4.34 2.19 4.39  0.10
H23 4.13 0.88 3.19  0.10
H24 2.75 1.87 3.69  0.07
C20 4.65 -9.29 -2.58  -0.04
O13 5.62 -10.34 -2.66  0.01
C21 6.87 -9.93 -2.44  -0.63
O14 7.20 -8.80 -2.18  0.12
O15 7.68 -10.98 -2.54  0.01
C22 9.06 -10.68 -2.32  -0.04
H25 3.68 -9.74 -2.78  0.10
H26 4.64 -8.86 -1.58  0.10
H27 4.85 -8.52 -3.32  0.09
H28 9.21 -10.29 -1.31  0.10
H29 9.42 -9.96 -3.05  0.10
H30 9.60 -11.62 -2.43  0.09
C23 3.75 4.89 -7.48  -0.03
O16 4.09 3.69 -6.77  0.00
C24 4.79 2.81 -7.48  -0.63
O17 5.14 2.95 -8.62  0.13
O18 5.03 1.75 -6.71  0.00
C25 5.78 0.72 -7.35  -0.04
H31 3.19 5.50 -6.78  0.09
H32 4.65 5.42 -7.78  0.10
H33 3.13 4.66 -8.34  0.10
H34 6.75 1.09 -7.65  0.10
H35 5.24 0.33 -8.21  0.10
H36 5.90 -0.07 -6.61  0.09
C26 -9.78 3.35 -1.18  -0.04
O19 -9.35 2.24 -0.39  0.00
C27 -8.66 1.32 -1.07  -0.63
O20 -8.38 1.37 -2.24  0.13
O21 -8.33 0.35 -0.22  0.01
C28 -7.57 -0.71 -0.82  -0.04
H37 -10.33 4.02 -0.52  0.09
H38 -8.93 3.88 -1.59  0.10
H39 -10.44 3.02 -1.98  0.10
H40 -6.63 -0.33 -1.21  0.08
H41 -8.14 -1.20 -1.60  0.10
H42 -7.36 -1.43 -0.03  0.09
C29 -8.81 4.13 2.96  -0.03
O22 -9.22 5.33 2.29  0.00
C30 -8.59 6.43 2.71  -0.63
O23 -7.75 6.48 3.56  0.13
O24 -9.07 7.46 2.01  0.00
C31 -8.47 8.71 2.35  -0.04
H43 -9.39 3.31 2.54  0.09
H44 -7.76 3.94 2.79  0.10
H45 -9.02 4.20 4.03  0.10
H46 -7.40 8.70 2.16  0.10
H47 -8.66 8.96 3.39  0.10
H48 -8.94 9.46 1.71  0.09

***

No. 3
Formula: C31H48BN3O20S
Source: the OMol25 dataset
Level of theory: wB97M-V/def2-TZVPD

Summary:
Charge: 0
Molecular weight (g/mol): 825.60
Gap between HOMO and LUMO (hartree): 0.3133

Each line ends with the Löwdin charge.
Geometry (Å):
C1 4.15 -1.65 2.19  -0.05
C2 4.39 -0.25 1.66  -0.22
O1 4.07 -0.15 0.27  0.11
B1 2.87 0.36 -0.09  -0.59
O2 2.74 0.79 -1.41  0.14
C3 1.60 0.44 0.86  -0.01
C4 0.91 -0.64 1.30  0.04
C5 -0.26 -0.52 2.10  -0.16
C6 -0.95 -1.78 2.47  -0.26
C7 -1.94 -2.24 1.63  -0.03
C8 -2.59 -3.43 1.85  -0.07
C9 -2.23 -4.12 2.99  -0.06
C10 -1.25 -3.56 3.80  -0.14
N1 -0.58 -2.43 3.57  0.14
C11 -0.74 0.70 2.48  0.06
C12 -0.05 1.86 2.06  -0.34
N2 -0.38 3.12 2.33  -0.22
S1 0.73 4.03 1.58  1.05
N3 1.64 2.89 0.93  -0.21
C13 1.10 1.71 1.26  -0.31
H1 5.02 -2.25 1.95  0.08
H2 4.04 -1.67 3.27  0.08
H3 3.31 -2.14 1.71  0.06
H4 5.46 -0.07 1.73  0.12
H5 3.92 0.52 2.26  0.12
H6 2.29 0.08 -1.88  0.11
H7 1.22 -1.63 1.01  0.12
H8 -2.19 -1.67 0.75  0.12
H9 -3.34 -3.80 1.18  0.11
H10 -2.69 -5.05 3.26  0.10
H11 -1.00 -4.11 4.69  0.10
H12 -1.63 0.78 3.08  0.13
C14 -0.59 -2.07 -4.84  -0.02
O3 -0.76 -3.38 -4.28  0.01
C15 -0.56 -3.45 -2.97  -0.63
O4 -0.26 -2.53 -2.25  0.11
O5 -0.74 -4.71 -2.57  0.01
C16 -0.55 -4.89 -1.17  -0.04
H13 -0.79 -2.16 -5.90  0.09
H14 -1.31 -1.37 -4.40  0.10
H15 0.43 -1.71 -4.69  0.09
H16 -1.27 -4.29 -0.61  0.08
H17 0.46 -4.63 -0.88  0.10
H18 -0.72 -5.94 -0.95  0.10
C17 -0.68 -2.25 7.61  -0.04
O6 -1.04 -2.71 8.92  0.01
C18 -1.51 -3.96 8.94  -0.63
O7 -1.64 -4.68 7.99  0.12
O8 -1.80 -4.27 10.20  0.01
C19 -2.31 -5.59 10.38  -0.04
H19 -0.32 -1.23 7.72  0.09
H20 0.11 -2.87 7.19  0.10
H21 -1.55 -2.26 6.95  0.09
H22 -1.58 -6.33 10.07  0.10
H23 -3.24 -5.72 9.83  0.10
H24 -2.51 -5.70 11.44  0.09
C20 5.48 6.54 -4.81  -0.04
O9 5.12 6.18 -3.48  0.00
C21 4.66 4.94 -3.36  -0.63
O10 4.53 4.15 -4.26  0.12
O11 4.36 4.73 -2.08  0.02
C22 3.83 3.42 -1.79  -0.04
H25 5.83 7.57 -4.77  0.09
H26 6.28 5.90 -5.18  0.10
H27 4.62 6.49 -5.48  0.10
H28 4.55 2.64 -2.05  0.10
H29 2.90 3.27 -2.32  0.09
H30 3.64 3.40 -0.73  0.07
C23 -4.27 2.36 -6.92  -0.04
O12 -5.04 1.21 -7.29  0.01
C24 -4.55 0.06 -6.83  -0.63
O13 -3.57 -0.07 -6.15  0.12
O14 -5.35 -0.92 -7.24  0.01
C25 -4.95 -2.22 -6.81  -0.04
H31 -4.77 3.22 -7.36  0.09
H32 -4.24 2.47 -5.84  0.10
H33 -3.26 2.29 -7.31  0.10
H34 -4.95 -2.29 -5.73  0.10
H35 -3.96 -2.47 -7.20  0.10
H36 -5.68 -2.92 -7.21  0.09
C26 2.92 1.60 -5.98  -0.03
O15 2.36 0.28 -6.06  0.00
C27 2.64 -0.36 -7.19  -0.63
O16 3.29 0.07 -8.11  0.13
O17 2.07 -1.57 -7.14  -0.01
C28 2.29 -2.37 -8.30  -0.04
H37 2.63 2.01 -5.02  0.08
H38 4.00 1.56 -6.03  0.10
H39 2.52 2.23 -6.77  0.10
H40 3.36 -2.55 -8.45  0.10
H41 1.87 -1.89 -9.18  0.10
H42 1.79 -3.32 -8.12  0.09
C29 -1.96 4.13 4.73  -0.05
O18 -2.09 5.17 5.71  0.01
C30 -2.98 4.92 6.66  -0.63
O19 -3.65 3.92 6.76  0.12
O20 -3.01 5.95 7.50  0.00
C31 -3.93 5.81 8.58  -0.04
H43 -1.22 4.47 4.02  0.04
H44 -1.62 3.21 5.20  0.10
H45 -2.90 3.97 4.21  0.10
H46 -3.66 4.95 9.20  0.10
H47 -4.94 5.71 8.21  0.10
H48 -3.85 6.71 9.18  0.09

***

| no. | LUMO energy (eV) | total energy (hartree) |
| --- | --- | --- |
| 1 | -1.81 | -11393.1221 |
| 2 | 0.36 | -4788.3898 |
| 3 | -0.69 | -3302.2929 |